# 1
43
Properties=species:S:1:pos:R:3:forces:R:3:mulliken_charge:R:1 method="wB97M-V/def2-TZVPD" e_lumo_ev="-11.660 / -11.917" molar_mass_g_mol=546.70 charge=+3 orbital_gap_ev="6.0 / 5.8" homo_energy_ev="-17.630 / -17.673" relative_energy_ev=0.111 total_energy_ha=-1843.19444 multiplicity=2
Re -0.00162 -0.29732 -0.08185 0.7342 -0.1608 1.1589 1.486
C 2.54445 -1.37676 5.07034 0.0778 0.0971 -0.2089 -0.825
S 1.14350 -2.08715 4.18209 -0.1678 -0.1112 -0.2197 0.125
C 1.19394 -1.31718 2.65583 -0.3928 -0.0670 0.7202 0.517
S -0.04485 -1.87586 1.49435 -0.3037 -0.2676 -0.9459 -0.157
N 1.99996 -0.39662 2.28847 0.4291 0.6277 -0.2786 -0.936
N 1.75474 0.02033 0.98860 0.9242 0.6616 -0.4441 0.534
C 2.77053 0.55646 0.35875 -0.2958 -0.5120 0.8761 -0.182
C 2.61493 0.74016 -1.05524 0.5352 0.4493 0.1915 0.611
C 3.61103 1.21142 -1.88704 -0.3451 -0.1057 -0.0540 -0.866
C 3.36266 1.24302 -3.26712 0.2820 0.0812 0.2414 -0.243
C 2.15383 0.78841 -3.73386 -0.5375 -0.2209 0.2244 -0.924
C 1.20585 0.31470 -2.81627 -0.1617 0.0108 -1.0168 0.196
N 1.41219 0.30986 -1.50652 -0.2454 -0.5168 -0.2135 -0.251
H 2.41534 -1.68876 6.10433 -0.0431 -0.0507 -0.0026 0.387
H 2.52206 -0.29334 5.00246 0.0182 0.0197 0.0234 0.293
H 3.47104 -1.78134 4.67039 0.0044 0.0284 0.0177 0.325
H 3.71473 0.73311 0.86702 -0.1116 -0.0383 0.0815 0.500
H 4.56162 1.53418 -1.48557 0.0007 -0.0081 0.0769 0.481
H 4.12196 1.60464 -3.94798 0.0078 0.0083 -0.0149 0.486
H 1.92742 0.77737 -4.79018 -0.0622 -0.0259 -0.0164 0.440
H 0.25109 -0.07384 -3.14239 -0.0005 -0.0222 -0.1602 0.524
C -3.37671 -2.25322 -1.91252 0.0139 0.0224 -0.0442 -1.247
C -2.64358 -1.01239 -1.56271 -1.4991 0.5741 -0.1398 0.817
O -1.41137 -1.04212 -1.32385 0.8346 0.1341 0.0265 -0.552
N -3.27410 0.16450 -1.49555 0.2437 -0.9454 0.0112 0.053
C -2.55355 1.40029 -1.29280 0.1833 0.2315 -0.0509 -1.709
C -2.21971 1.73643 0.14526 0.0879 0.1951 0.1721 1.293
C -3.02426 2.61218 0.84914 0.1036 -0.1511 -0.1960 -0.786
C -2.67533 3.01485 2.12888 0.1963 -0.0210 0.1814 -0.266
C -1.48325 2.55171 2.67921 -0.1256 0.0863 -0.0119 -0.924
C -0.71301 1.67801 1.95492 0.1994 -0.1449 0.1937 -0.017
N -1.07087 1.25000 0.71629 -0.2390 -0.0179 -0.1569 -0.354
H -2.74002 -2.88279 -2.53272 -0.0145 -0.0088 0.0082 0.374
H -4.31503 -2.05301 -2.42442 0.0010 0.0219 0.0125 0.433
H -3.58809 -2.79822 -0.98940 0.0070 -0.0419 0.0207 0.325
H -4.26531 0.19870 -1.68919 -0.0315 -0.0564 -0.0477 0.280
H -3.15853 2.20853 -1.69933 0.0090 0.0008 0.0344 0.600
H -1.64484 1.36714 -1.90084 0.0279 0.0925 0.0262 0.213
H -3.91787 3.00091 0.38087 -0.0309 -0.0080 -0.0246 0.474
H -3.31173 3.69620 2.67904 0.0087 0.0075 0.0156 0.472
H -1.15238 2.85889 3.66129 -0.0188 0.0151 0.0076 0.471
H 0.21659 1.27863 2.35911 -0.3034 0.1373 -0.0744 0.530

# 2
46
Properties=species:S:1:pos:R:3:forces:R:3:mulliken_charge:R:1 method="wB97M-V/def2-TZVPD" e_lumo_ev="-17.908 / -17.908" molar_mass_g_mol=461.29 charge=+4 orbital_gap_ev="3.7 / 3.7" homo_energy_ev="-21.642 / -21.642" total_energy_ha=-1319.02740 multiplicity=1
Nb 0.94936 0.40057 -0.18984 -5.4141 -0.9096 -1.3348 0.677
N -0.20529 3.08262 1.79998 0.0418 -2.4624 0.3162 -0.170
C -0.50606 1.85578 2.33133 -2.1111 3.2014 1.8624 0.309
N -1.33488 1.74700 3.37703 0.9163 -0.5650 -1.2137 -0.569
C -1.64660 0.48151 3.75771 -0.9585 1.2560 2.6685 0.281
N -2.44467 0.37022 4.84092 0.2159 0.9363 -2.2442 -0.271
N -1.12716 -0.68338 3.25180 1.3538 0.1443 -1.7564 -0.454
C -0.32435 -0.46347 2.23556 -2.2898 1.0463 1.7946 0.628
N -0.06934 0.75860 1.72581 2.4700 -1.4358 -3.6338 -0.072
C 0.29103 -1.54681 1.53549 2.8511 -3.8075 -0.7393 0.447
C 0.13447 -2.83429 2.06060 -1.6744 2.6090 0.7929 -0.431
C 0.63561 -3.94817 1.48576 1.8215 -0.6474 -2.3168 -0.509
C 1.63284 -3.74325 0.49386 0.9982 -0.2132 -0.2074 -0.694
C 2.00117 -2.48515 0.02975 -1.1281 -0.2301 1.5346 0.014
N 1.31095 -1.39203 0.49648 -1.7247 -0.2635 1.6290 -0.014
H -0.55492 3.91811 2.28242 0.4182 -0.2363 -0.4747 0.304
H 0.47724 3.04622 1.03197 -0.6003 1.1701 1.0356 0.183
H -3.01796 1.18494 5.07310 0.5330 -0.0359 0.1982 0.332
H -2.92627 -0.48907 4.97534 -0.0643 -1.0351 0.4410 0.299
H -0.47478 -2.81418 2.95600 -0.2063 -0.5566 -0.0118 0.608
H 0.33422 -4.95878 1.70520 0.0176 -0.1855 0.5219 0.574
H 2.26263 -4.57023 0.14563 -0.5362 0.0757 0.0063 0.429
H 2.84091 -2.25148 -0.60466 -0.0748 -0.3557 -0.3217 0.499
C -2.95117 -0.19480 -2.11237 -0.2408 -0.3823 -0.4596 -0.671
C -3.36125 1.18388 -1.59406 -0.3832 -0.5253 0.1099 -0.590
C -2.04242 1.81084 -1.13553 -0.6791 2.5480 0.2503 -0.236
O -0.97659 0.95033 -1.54177 3.2472 -2.1701 1.2604 -0.529
C -1.50371 -0.06402 -2.52025 0.0644 -0.4377 -0.5804 -0.252
H -3.61499 -0.52532 -2.92356 0.4345 0.2027 -0.0296 0.392
H -3.07679 -0.94769 -1.35771 0.1498 -0.4194 0.5730 0.264
H -4.13807 1.04893 -0.82267 0.5879 0.3555 -0.0723 0.311
H -3.84310 1.71512 -2.40658 0.2257 0.4967 -0.0023 0.337
H -1.91975 1.98571 -0.05754 -0.3814 -0.2134 -0.2044 0.208
H -1.80968 2.79128 -1.63092 -0.5329 -0.7546 0.3629 0.292
H -0.88871 -0.99984 -2.49447 -0.4834 0.8632 0.2629 0.319
H -1.36282 0.40595 -3.49786 -0.0939 -0.0618 0.0862 0.304
N 3.05487 0.32790 -3.98118 -1.0254 -0.3424 3.5410 -0.245
C 2.70753 0.22029 -2.68152 -2.8348 -0.4689 -2.9871 0.887
O 1.53157 -0.33665 -2.33095 3.1458 2.5845 0.9766 -0.456
C 3.53260 0.84524 -1.57745 2.2946 -1.4291 -0.9693 0.418
C 2.82708 1.08171 -0.45831 0.1413 3.2922 1.7686 0.889
N 2.19655 1.77260 0.40252 1.2719 -0.4853 -1.9247 -0.376
C 4.94151 0.76628 -1.54290 1.6931 -0.3068 -0.1839 -0.233
N 6.12135 0.72217 -1.54793 -2.1649 0.1191 0.0128 -0.023
H 3.94202 0.68296 -4.26872 0.8748 0.4120 -0.2580 0.259
H 2.39583 0.09185 -4.71548 -0.1660 -0.3766 -0.0796 0.329

# 3
44
Properties=species:S:1:pos:R:3:forces:R:3:mulliken_charge:R:1 method="wB97M-V/def2-TZVPD" e_lumo_ev="-10.180 / -10.155" molar_mass_g_mol=528.32 charge=+2 orbital_gap_ev="5.0 / 5.0" homo_energy_ev="-15.174 / -15.174" total_energy_ha=-1276.01975 multiplicity=1
Au 0.14583 0.09536 -0.08206 0.9064 0.4554 0.7343 0.673
O -2.37607 -5.29430 -3.55698 -0.3350 -0.0982 0.2329 -0.496
C -1.21655 -4.67353 -4.02597 0.3969 -0.2574 -0.5569 -0.563
C -0.95048 -3.43777 -3.22400 -0.0947 0.1412 0.2183 0.409
C 0.07760 -2.54552 -3.52619 -0.2824 0.0843 0.2288 -0.809
C 0.28321 -1.46682 -2.68665 0.5909 -0.1794 -0.6793 -0.264
N -0.46084 -1.23063 -1.60898 -0.0004 0.0293 0.8320 -0.604
C -1.49655 -2.04611 -1.32905 0.0334 -0.3972 -0.4751 0.224
C -1.74747 -3.15936 -2.11730 0.1122 0.2558 0.0636 -0.142
C -2.31629 -1.71344 -0.15996 -1.1513 -0.3376 0.8836 0.452
C -3.50350 -2.37380 0.15434 0.4368 0.0721 -0.2901 -0.248
C -4.17413 -2.07518 1.33309 -0.3170 0.2008 0.3593 0.772
C -5.41681 -2.86836 1.70197 0.5085 -0.2443 0.2549 -0.784
O -6.32992 -2.84361 0.64503 -0.3389 0.0711 -0.4090 -0.497
C -3.67125 -1.06862 2.14794 0.2956 -0.0573 -0.1815 -0.872
C -2.51008 -0.41963 1.75044 -0.5849 -0.1969 0.4609 -0.510
N -1.86707 -0.75432 0.65221 0.2925 0.2040 -0.4544 -0.375
H -2.53642 -6.12424 -4.02197 0.0912 0.1381 0.0026 0.326
H -1.30390 -4.40939 -5.09173 0.0626 0.0803 0.1743 0.368
H -0.34499 -5.34238 -3.93504 -0.0337 0.1879 -0.0066 0.353
H 0.70796 -2.68550 -4.39013 0.1033 0.0355 -0.0547 0.480
H 1.07935 -0.76300 -2.88146 0.0812 -0.0278 -0.0159 0.411
H -2.54281 -3.84772 -1.88716 -0.1003 0.0402 0.0572 0.504
H -3.91139 -3.12900 -0.49790 -0.0461 -0.0848 -0.0634 0.496
H -5.84175 -2.51054 2.64369 0.0888 0.0087 -0.0893 0.442
H -5.07689 -3.90734 1.85180 -0.1920 0.1942 0.1187 0.269
H -7.17987 -2.48373 0.92266 0.1503 -0.0507 -0.0009 0.327
H -4.14331 -0.78894 3.07617 -0.1503 0.0049 0.0561 0.411
H -2.08750 0.38066 2.34339 0.0059 0.0813 0.0363 0.448
C 2.03801 1.88301 3.46564 0.0763 0.3897 0.1085 -1.405
C 1.52273 0.96493 2.42717 -0.3595 1.1792 -0.5788 0.526
N 1.00538 1.40670 1.31612 -0.2785 -0.6070 -0.4565 0.011
O 0.84818 2.77201 1.23150 0.0402 -0.5495 0.3786 -0.386
C 1.55264 -0.46462 2.65824 -0.3193 0.4684 0.0408 0.701
C 2.04002 -1.03401 3.95875 0.1239 -0.5525 -0.1623 -1.386
N 1.10762 -1.23371 1.72860 0.2412 -3.0403 -0.8636 0.364
O 0.95127 -2.43479 1.58736 -0.1357 2.6537 0.1146 -0.399
H 2.19565 2.87623 3.05238 0.0739 -0.0865 0.0485 0.440
H 2.96039 1.50944 3.90396 0.0338 -0.0539 -0.0300 0.411
H 1.30945 1.98402 4.27174 -0.0889 -0.0425 0.0696 0.369
H 0.78883 3.03564 0.29967 0.0973 -0.3109 -0.0462 0.393
H 1.55614 -0.52754 4.79219 -0.0402 0.0952 -0.0446 0.385
H 3.12018 -0.92033 4.05642 0.0095 0.0751 -0.0479 0.380
H 1.80733 -2.09588 4.00364 -0.0033 0.0283 0.0328 0.394

# 4
44
Properties=species:S:1:pos:R:3:forces:R:3:mulliken_charge:R:1 method="wB97M-V/def2-TZVPD" e_lumo_ev="-0.882 / -1.491" molar_mass_g_mol=571.11 orbital_gap_ev="6.0 / 5.2" homo_energy_ev="-6.923 / -6.677" total_energy_ha=-1267.84126 multiplicity=1
H -0.31452 -0.92506 2.75774 -0.1393 -0.1748 -0.4029 0.407
N -0.65405 -1.60327 0.76033 -0.0241 -0.0956 0.4211 0.015
B -1.66533 -2.73116 -1.33053 -0.4596 1.2652 0.6507 0.257
N -1.55874 -2.48389 0.21585 1.0466 0.1737 0.6662 0.094
C -2.34194 -2.98916 1.18194 0.3920 0.4818 0.1905 -0.280
Ba 1.63472 -0.38283 -1.06987 0.3248 5.4964 2.2719 1.551
H -3.11804 -3.67579 0.89912 -0.1480 -0.1281 0.2337 0.434
C -1.95180 -2.42825 2.38969 -0.2765 -0.1142 0.0904 -0.890
H -2.39785 -2.60718 3.34977 -0.0309 -0.0395 0.1239 0.377
C -0.88989 -1.55736 2.08167 -0.5924 -0.7897 -1.0330 -0.353
H -2.50587 -3.53509 -1.60941 -0.0800 -0.0250 0.0453 -0.148
C 1.25708 1.67007 -2.54152 0.1060 0.9655 -0.7870 -1.749
H 2.09903 1.33354 -3.20409 -0.2154 0.1550 0.0938 0.392
H 1.47082 2.72436 -2.33135 0.2862 0.0761 -0.1409 0.336
H 0.35991 1.72431 -3.17286 0.1502 -0.2628 -0.0273 0.374
N -0.28252 -3.17261 -1.83308 1.4805 2.3833 0.3643 -0.068
N -2.04612 -1.30280 -1.84790 0.4713 0.7211 -0.5226 -0.013
N 0.68132 -2.28866 -1.41491 -2.6365 -4.6425 -1.6676 -0.472
N -1.25110 -0.19841 -1.63890 -0.4927 0.0498 -0.4757 0.224
C 0.29684 -4.21503 -2.47970 0.7410 -0.3860 1.1530 -0.065
C -3.19936 -0.94051 -2.44505 0.6684 0.8269 0.0702 -0.275
H -0.34353 -4.91401 -2.99985 0.3002 -0.1161 0.0040 0.460
H -3.93249 -1.69419 -2.65596 -0.2295 -0.0030 -0.1566 0.447
C 1.63969 -4.19854 -2.21886 -0.1938 -0.5962 -0.7563 -1.026
C -3.16561 0.43977 -2.65092 0.3569 -0.5387 0.3682 -1.240
C 1.99074 -2.92438 -1.53453 -0.7772 -0.3737 -0.2083 -0.298
C -1.93020 0.86489 -2.11321 -0.3083 -1.5199 0.0669 -0.355
H 2.35202 -4.84651 -2.69207 0.1620 -0.2349 0.1222 0.387
H -3.90061 1.04229 -3.13528 -0.3335 0.1892 -0.0720 0.399
H 2.68244 -2.33575 -2.18891 -0.0637 -0.4634 0.1190 0.195
H -1.52599 1.87126 -2.04319 -0.0353 -0.3959 -0.0952 0.485
H 2.36158 -2.76098 -0.47305 0.4632 -1.5331 -0.8140 0.413
Te 0.24495 2.93053 0.31336 -0.1759 -0.5028 -0.2780 0.253
C 1.13398 3.68183 2.03013 0.5283 0.4615 0.8919 0.330
C 2.26936 3.00992 2.55289 -0.7517 0.8540 0.3759 -0.475
C 2.82581 3.44579 3.76217 -0.0302 0.1216 -0.1877 -0.455
C 2.29455 4.55596 4.43777 -0.2371 -0.1814 -0.4130 -0.419
C 1.17960 5.22960 3.91392 0.0817 -0.1732 -0.1591 -0.433
C 0.59836 4.81173 2.70957 0.7215 -0.8543 -0.0625 -0.433
H 2.66501 2.16375 1.99298 0.0117 0.1328 0.3294 0.253
H 3.68453 2.92029 4.18447 -0.2102 0.1704 -0.1360 0.329
H 2.75187 4.89721 5.36986 -0.1920 -0.1490 -0.3086 0.352
H 0.76628 6.08560 4.45238 0.1259 -0.2498 -0.2007 0.334
H -0.26490 5.30874 2.26939 0.2154 0.0192 0.2524 0.350

Question: Which value of multiplicity does entry 4 give?
Answer: 1